# 1
The following is a DFT calculation (ωB97M-V/def2-TZVPD) of 11 unconnected molecules or ions with the total composition C4H28N2O12.

Element x y z (Å)
C -1.33452 -0.33093 1.41278
C -0.06839 -0.90145 0.70821
C 0.03440 -2.44932 0.85773
O -0.02951 -2.86365 1.98961
N 0.04169 -0.58691 -0.75995
C -1.13773 -0.25205 -1.46733
N -1.09497 0.31843 -2.70286
O -2.21758 -0.44958 -0.92011
H -2.09569 -1.07496 1.69961
H -0.96453 0.30546 2.26750
H -1.84807 0.42664 0.85915
H 0.78540 -0.42682 1.19387
H 0.38184 -3.05749 0.03111
H 0.94930 -0.24572 -1.08930
H -0.13589 0.56015 -2.97962
H -1.66230 0.34721 -3.52973
O -0.71006 4.18129 -1.21094
H -1.56075 3.73766 -1.23653
H 0.08642 3.63740 -1.25000
O 2.81906 1.68555 2.48295
H 2.53159 1.46144 3.37566
H 2.29136 2.47849 2.18394
O -4.42666 0.19765 0.80534
H -4.88723 -0.13867 0.02787
H -3.70605 0.67656 0.38118
O 0.09324 3.01170 2.07457
H 0.03984 3.28923 1.15230
H -0.52695 3.54004 2.58468
O 2.17964 -1.34269 4.04759
H 1.60430 -0.57767 4.17394
H 1.72357 -1.72622 3.26086
O 3.61199 1.53028 -0.39966
H 3.83281 0.63752 -0.68425
H 3.29206 1.42833 0.50971
O 1.11612 2.10721 -1.68195
H 1.69766 2.67374 -2.19926
H 1.53711 1.96113 -0.82536
O 2.04124 -0.91555 -3.00894
H 2.20404 -1.46647 -3.78928
H 1.73346 -1.58945 -2.38150
O -0.17017 -3.20428 -2.39399
H -0.57349 -2.45050 -1.93464
H -0.51584 -3.98279 -1.93963
O -2.17853 -3.72919 0.15701
H -1.84077 -3.07737 -0.45904
H -2.94245 -3.35338 0.60668

The value obtained for the HOMO energy is -9.83 eV. As for the spin multiplicity: 1. The calculation puts the energy above the lowest of the compared OMol25 structures with the same formula, charge and spin at 3.688 eV. Its lowest unoccupied orbital energy is -0.1 eV. As for the structure (SMILES): C[C@@H](C=O)NC(N)=O.O.O.O.O.O.O.O.O.O.O. The HOMO-LUMO gap is 9.754 eV.



# 2
The following is a DFT calculation (ωB97M-V/def2-TZVPD) of 2 unconnected molecules or ions with the total composition C4H12.

Element x y z (Å)
C 0.79658 -1.79799 1.44593
C -0.37069 -0.86352 1.82562
H 1.29517 -1.50646 0.52212
H 1.61062 -1.90021 2.17012
H 0.58446 -2.85887 1.26899
H 0.01453 -0.09431 2.48514
H -0.71592 -0.50715 0.85965
H -1.15756 -1.44011 2.30269
C 0.48156 1.03043 -1.70781
C -0.91790 1.64193 -1.56650
H 1.26535 1.77127 -1.86032
H 0.80806 0.55025 -0.78271
H 0.44137 0.30443 -2.51490
H -0.95620 2.65535 -1.97382
H -1.23941 1.70666 -0.52673
H -1.68563 1.09718 -2.11264

The value obtained for the HOMO energy is -11.72 eV. As for the spin multiplicity: 1. The calculation puts the energy above the lowest of the compared OMol25 structures with the same formula, charge and spin at 0.376 eV. Its lowest unoccupied orbital energy is 1.2 eV. As for the structure (SMILES): CC.CC. The HOMO-LUMO gap is 12.893 eV.



# 3
The following is a DFT calculation (ωB97M-V/def2-TZVPD) of a molecular structure, C10H16N3P.

Element x y z (Å)
C 2.69256 -1.87522 -0.21596
C 3.51298 0.01581 1.07555
C 1.51632 -1.22374 0.08533
C 1.57509 0.03831 0.73580
C -0.67834 -0.83372 0.10851
C 3.86419 -1.15084 0.32794
C -2.20650 -2.42586 -0.72948
C -3.01009 -0.33346 0.26919
C -0.63082 3.12957 0.92846
C -0.38879 1.88171 -1.33262
N 0.27029 -1.71230 -0.24282
N -1.91126 -1.07438 -0.16736
N -0.53518 1.96164 0.13565
P -0.05268 0.52961 1.19614
H 2.74962 -2.79373 -0.62918
H 4.05374 0.94269 1.37667
H 4.64092 -1.79840 0.66782
H 4.33541 -0.61887 -0.62629
H -3.07549 -2.34669 -1.36065
H -1.27803 -2.69448 -1.24981
H -2.56529 -3.03191 0.04812
H -2.93171 -0.44763 1.40602
H -2.86213 0.76983 -0.00160
H -3.97198 -0.64906 -0.17387
H 0.27893 3.73971 1.23685
H -1.38801 3.81549 0.36608
H -1.01651 2.74056 1.94440
H 0.49244 2.41831 -1.78819
H -0.25038 0.78424 -1.47790
H -1.22931 2.24278 -1.91282

The value obtained for the HOMO energy (spin up / spin down) is -7.38 / -7.20 eV. As for the spin multiplicity: 1. The calculation puts the energy above the lowest of the compared OMol25 structures with the same formula, charge and spin at 3.747 eV. Its lowest unoccupied orbital energy (spin up / spin down) is -0.3 / 0.5 eV. The HOMO-LUMO gap (spin up / spin down) is 7.112 / 7.671 eV.



# 4
The following is a DFT calculation (ωB97M-V/def2-TZVPD) of a molecular structure, C22H17BrCdN10O6S2.

Element x y z (Å)
Cd -1.43186 0.17887 -0.10183
N -3.63303 3.05993 2.56012
C -3.05066 1.95683 1.93592
S -3.58142 1.63922 0.33703
N -2.20320 1.30160 2.67643
N -1.60018 0.18975 2.12748
C -1.02573 -0.56492 2.98861
C -0.27464 -1.77279 2.75585
C 0.10464 -2.50672 3.88794
C 0.75826 -3.71810 3.80877
C 1.09554 -4.21348 2.54365
C 0.80025 -3.49740 1.41258
C 0.08242 -2.25808 1.44511
O -0.18726 -1.67440 0.34786
H -4.01598 3.70753 1.89085
H -3.03940 3.48201 3.26144
H -1.13733 -0.26326 4.03567
H -0.15631 -2.11006 4.86542
H 0.99841 -4.27841 4.70488
H 1.59599 -5.17431 2.46491
H 1.07878 -3.86212 0.43026
Br 0.00442 1.73733 -4.52194
C -1.21522 0.29421 -4.34479
C -1.33924 -0.48479 -5.48363
C -2.28256 -1.49160 -5.47200
C -3.05241 -1.65083 -4.34003
C -2.81303 -0.85180 -3.22355
N -1.90161 0.12937 -3.22553
C -3.64069 -1.25252 -1.96963
O -4.76398 -1.69148 -2.25088
O -3.09995 -1.22321 -0.83241
H -0.69845 -0.31203 -6.33491
H -2.41073 -2.12657 -6.34123
H -3.84483 -2.38116 -4.27128
N -0.23805 3.81372 2.29191
N -0.33145 3.98984 0.93286
N 0.10588 5.07208 0.33731
C -0.23430 4.82078 -0.92197
N -0.87272 3.65776 -1.05396
N -0.91845 3.13088 0.13700
H -0.51425 2.84801 2.48853
H 0.73878 3.91850 2.54410
H -0.00763 5.47846 -1.74082
O 1.01467 -0.77210 -2.34984
C 1.42534 -0.25794 -1.32326
N 0.81705 0.73876 -0.62738
S 1.74038 1.25211 0.58688
O 1.17051 1.10180 1.90136
O 2.26212 2.58687 0.34745
C 3.09994 0.11686 0.35122
C 4.31169 -0.02727 0.99208
C 5.22555 -0.92711 0.45788
C 4.89866 -1.68934 -0.65983
C 3.66240 -1.55053 -1.27542
C 2.77242 -0.62511 -0.76110
H 4.53967 0.55925 1.87226
H 6.20175 -1.04104 0.91377
H 5.62865 -2.38056 -1.06437
H 3.38237 -2.13130 -2.14379

The value obtained for the HOMO energy is -1.74 eV. As for the spin multiplicity: 1. The calculation puts the energy above the lowest of the compared OMol25 structures with the same formula, charge and spin at 0.658 eV. The charge is -2. Its lowest unoccupied orbital energy is 4.4 eV. The HOMO-LUMO gap is 6.109 eV.



# 5
The following is a DFT calculation (ωB97M-V/def2-TZVPD) of a single C3H7NO3 molecule.

Element x y z (Å)
O 2.43948 -1.59937 0.16267
C 1.63339 -0.87265 -0.36907
O 2.24504 0.06856 -1.35605
N 0.27680 -0.90932 -0.21384
C -0.67201 0.11626 -0.49239
C -0.96294 0.83742 0.76078
O -2.31324 0.44284 1.21342
H 3.16244 -0.04525 -1.09426
H -0.00539 -1.91022 -0.25164
H -0.28436 0.68429 -1.38611
H -1.46185 -0.42659 -0.92016
H -0.83992 1.95078 0.73636
H -0.36082 0.51038 1.56992
H -2.85663 1.15286 1.64037

The value obtained for the HOMO energy is -10.22 eV. As for the spin multiplicity: 1. The calculation puts the energy above the lowest of the compared OMol25 structures with the same formula, charge and spin at 2.085 eV. Its lowest unoccupied orbital energy is 0.7 eV. As for the structure (SMILES): O=C(O)NCCO. The HOMO-LUMO gap is 10.948 eV.



no.,largest force on an atom (Eh/bohr)
1,0.0768
2,0.0347
3,0.1200
4,0.0204
5,0.0711